(1)
C28H39F9N4O2S | ωB97M-V/def2-TZVPD

## Properties
DFT total energy, a.u.: -2756.7237
⟨S²⟩: 2.01
Orbital gap (alpha / beta), eV: 6.702 / 7.959

Structure (ORCA input):
```
! wB97M-V def2-TZVPD RIJCOSX def2/J DEFGRID3
* xyz 0 3
F -2.9217 4.6857 -0.1498
C -1.6005 4.5121 -0.2850
F -1.3743 3.2385 -0.6705
F -1.0041 4.7096 0.9018
C -1.0010 5.4703 -1.3609
F -1.3426 4.9979 -2.5862
F 0.3388 5.3680 -1.2240
C -1.4142 6.9781 -1.2242
F -0.3218 7.7134 -1.5088
F -1.7577 7.1973 0.0718
C -2.5679 7.4958 -2.1490
F -2.7104 8.8044 -1.8090
F -2.0833 7.4557 -3.4234
C -3.8857 6.7816 -2.0570
C -4.2564 5.8880 -3.0153
C -5.4869 5.1685 -2.9567
C -6.3598 5.3410 -1.9374
C -6.0191 6.2737 -0.9302
N -6.7546 6.5736 0.1484
S -5.9451 7.6818 0.9604
N -4.6364 7.8283 0.0630
C -4.7841 7.0057 -0.9808
H -3.5965 5.7172 -3.8517
H -5.7077 4.4706 -3.7514
H -7.2896 4.7949 -1.8849
C 1.2362 1.8934 1.1934
C 0.8509 0.4249 1.4101
C -0.5504 0.3153 2.0106
C -0.6106 0.8044 3.4565
C 0.4116 0.0755 4.3294
C 1.8409 0.0801 3.7726
N 1.7983 -0.2965 2.3198
O 1.8040 -1.5646 2.1362
C 2.5243 1.4362 3.9950
C 2.6733 -0.9743 4.4913
C 0.9075 -0.2498 0.0473
H 0.6743 2.2860 0.3484
H 1.0029 2.5395 2.0337
H 2.2984 1.9943 0.9685
H -0.8662 -0.7320 1.9733
H -1.2411 0.8815 1.3808
H -0.4553 1.8855 3.5047
H -1.6104 0.6262 3.8559
H 0.4404 0.5176 5.3278
H 0.0915 -0.9635 4.4519
H 3.4810 1.4694 3.4724
H 2.7169 1.5630 5.0603
H 1.9318 2.2877 3.6782
H 2.2033 -1.9530 4.4625
H 2.7850 -0.6724 5.5335
H 3.6648 -1.0595 4.0463
H 1.9122 -0.1925 -0.3744
H 0.2231 0.2695 -0.6248
H 0.6111 -1.2943 0.0920
C 3.5009 -6.9176 -1.4611
C 2.1587 -6.7045 -2.1744
C 2.2623 -5.5981 -3.2259
C 2.4266 -4.2087 -2.6119
C 1.3006 -3.9077 -1.6228
C 1.0912 -4.9893 -0.5610
N 1.0622 -6.3321 -1.2230
O -0.1001 -6.6778 -1.6281
C 2.1762 -4.8904 0.5186
C -0.2522 -4.7819 0.1261
C 1.7742 -8.0252 -2.8276
H 4.1782 -7.4329 -2.1426
H 3.9945 -5.9984 -1.1644
H 3.3717 -7.5411 -0.5760
H 1.3533 -5.6119 -3.8350
H 3.0974 -5.8304 -3.8914
H 3.4006 -4.1149 -2.1244
H 2.4134 -3.4586 -3.4047
H 1.5004 -2.9699 -1.1012
H 0.3704 -3.7694 -2.1834
H 2.1125 -5.7345 1.2071
H 2.0196 -3.9750 1.0904
H 3.1879 -4.8418 0.1285
H -1.0709 -4.7296 -0.5868
H -0.2081 -3.8438 0.6822
H -0.4618 -5.5907 0.8264
H 1.6463 -8.8053 -2.0764
H 2.5756 -8.3238 -3.5045
H 0.8517 -7.9440 -3.3950
*
```

***

(2)
C40H57N7OSn | ωB97M-V/def2-TZVPD

## Properties
DFT total energy, a.u.: -2230.9239
Orbital gap, eV: 5.797

Structure (ORCA input):
```
! wB97M-V def2-TZVPD RIJCOSX def2/J DEFGRID3
* xyz 2 1
Sn 0.1023 -0.0206 -0.6444
C 4.6381 2.1886 3.2767
C 4.8947 1.6540 1.8650
C 3.8244 0.7122 1.4117
C 3.8280 -0.6507 1.4473
C 4.9020 -1.5594 1.9507
C 4.6632 -1.9860 3.4019
C 2.5261 -1.0811 1.0038
C 2.1462 -2.3997 0.9033
C 0.8945 -2.8417 0.5286
C 0.4666 -4.2131 0.5316
C 1.2928 -5.3640 1.0100
C 1.2451 -5.5138 2.5330
C -0.8341 -4.2207 0.1146
C -1.1895 -2.8512 -0.1521
C -2.4120 -2.4359 -0.6367
C -2.8097 -1.1308 -0.8498
N -2.0228 -0.0167 -0.6254
C -2.8317 1.0687 -0.8588
C -2.4568 2.3912 -0.6557
C -1.2410 2.8223 -0.1885
N -0.1635 2.0032 0.1067
C 0.8620 2.8445 0.4355
C 2.1361 2.4244 0.7864
C 2.5222 1.1168 0.9483
N 1.7312 0.0094 0.7294
C 0.4305 4.2169 0.3960
C -0.8797 4.2012 0.0156
C -1.8297 5.3507 -0.0876
C -2.7138 5.4782 1.1565
C 1.2594 5.3863 0.8199
C 1.3097 5.5363 2.3429
C -4.1403 0.6409 -1.2492
C -4.1247 -0.7294 -1.2435
C -5.2716 -1.6631 -1.4680
C -5.9231 -2.1031 -0.1538
C -5.3077 1.5486 -1.4734
C -5.9470 2.0051 -0.1587
N -0.1275 -2.0215 0.1320
C -1.7760 -5.3780 0.0339
C -2.7168 -5.4447 1.2404
H 5.4259 2.8767 3.5792
H 4.6051 1.3721 3.9982
H 3.6840 2.7153 3.3346
H 5.8568 1.1405 1.8374
H 4.9833 2.4889 1.1635
H 5.8652 -1.0538 1.8693
H 4.9743 -2.4416 1.3096
H 4.6442 -1.1191 4.0628
H 5.4516 -2.6549 3.7432
H 3.7075 -2.5017 3.5100
H 2.8789 -3.1479 1.1704
H 2.3276 -5.2400 0.6819
H 0.9399 -6.2804 0.5349
H 1.6000 -4.6074 3.0275
H 1.8648 -6.3468 2.8612
H 0.2255 -5.6946 2.8735
H -3.1461 -3.2059 -0.8337
H -3.2019 3.1464 -0.8671
H 2.8630 3.1904 1.0195
H -2.4544 5.2416 -0.9777
H -1.2638 6.2715 -0.2342
H -3.2994 4.5716 1.3199
H -3.4029 6.3152 1.0559
H -2.1081 5.6427 2.0480
H 0.8514 6.2941 0.3739
H 2.2729 5.2911 0.4207
H 0.3114 5.7047 2.7477
H 1.9377 6.3783 2.6297
H 1.7065 4.6364 2.8167
H -4.9376 -2.5385 -2.0301
H -6.0130 -1.1722 -2.0999
H -5.2031 -2.6024 0.4973
H -6.7459 -2.7910 -0.3424
H -6.3173 -1.2455 0.3914
H -6.0504 1.0288 -2.0801
H -4.9991 2.4165 -2.0617
H -6.3352 1.1534 0.3999
H -6.7717 2.6909 -0.3463
H -5.2215 2.5110 0.4811
H -1.2003 -6.3017 -0.0365
H -2.3595 -5.3213 -0.8888
H -2.1544 -5.5659 2.1662
H -3.4028 -6.2853 1.1482
H -3.3074 -4.5313 1.3337
N 0.1168 1.3809 -2.5526
C 0.1166 0.7046 -3.8565
C -0.7270 -0.5414 -3.6863
N -0.1401 -1.2877 -2.5648
H -0.7205 1.9571 -2.4657
H 0.9055 2.0098 -2.4315
H 1.1424 0.4297 -4.1029
H -0.2531 1.3515 -4.6504
H -0.7736 -1.1439 -4.5917
H -1.7470 -0.2616 -3.4047
H 0.8088 -1.5830 -2.7847
H -0.6883 -2.1143 -2.3385
C 3.7367 -1.0338 -3.6449
C 3.3572 -0.0408 -2.5853
N 4.1180 1.0435 -2.4310
O 2.3571 -0.2111 -1.8677
H 4.7416 -0.8825 -4.0312
H 3.0391 -0.9621 -4.4822
H 3.6557 -2.0330 -3.2197
H 4.9712 1.1643 -2.9508
H 3.9452 1.6503 -1.6417
*
```

***

(3)
C3H11N3 | ωB97M-V/def2-TZVPD

## Properties
SMILES: C=NC.NCN
DFT total energy, a.u.: -285.0584
Orbital gap, eV: 9.620

Structure (ORCA input):
```
! wB97M-V def2-TZVPD RIJCOSX def2/J DEFGRID3
* xyz 0 1
C -2.0385 1.3498 -0.0379
C -2.0573 -0.9354 -0.7424
N -2.1825 0.3721 -1.0451
H -1.2095 1.3179 0.5948
H -2.9785 1.4617 0.6142
H -1.8125 2.3336 -0.5195
H -2.4954 -1.5014 -1.4874
H -1.4967 -1.0963 0.2264
N 1.6139 0.1786 -0.7213
C 1.5160 -0.2502 0.6259
N 2.4879 -1.1637 1.1471
H 2.3593 0.6655 -1.1440
H 0.7907 0.3694 -1.2713
H 1.4142 0.6380 1.2054
H 0.4126 -0.6440 0.9326
H 2.2207 -2.1188 0.8972
H 3.4554 -0.9769 0.7253
*
```